Computed, not measured: a structure of composition C34H51GdN6OP, with ωB97M-V/def2-TZVPD.

<S²> ... 15.82
Strongest force on any atom ... 8.971 eV/A
LUMO energy (alpha / beta) ... 1.74 / 2.18 eV
Multiplicity ... 8
Net charge ... -1
Frontier orbital gap (alpha / beta) ... 0.1682 / 0.2211 hartree

```
94
Properties=species:S:1:pos:R:3:forces:R:3:lowdin_charge:R:1
Gd -0.76895 0.01919 -0.72575 0.287 -0.025 -0.582 1.48
N 0.26994 -4.00671 1.98863 -0.509 1.314 2.228 0.08
N -0.77637 -1.80874 -2.76615 3.591 -1.409 1.263 -0.10
C 0.15710 2.55902 -1.43235 0.393 -0.356 0.725 -0.31
C 1.24243 1.66267 -1.16280 -0.267 0.802 0.630 -0.37
C 1.29804 1.46635 0.25299 -0.783 0.769 -0.539 -0.34
C 2.31891 0.70718 1.00941 0.226 -0.721 0.628 -0.07
H 3.08505 0.26709 0.35926 0.042 0.277 0.070 0.08
H 1.83858 -0.14847 1.49893 0.292 0.277 0.051 -0.01
H 2.79177 1.27511 1.83371 -0.031 0.047 -0.519 0.08
C 0.21547 2.18736 0.84193 0.555 0.022 -0.960 -0.31
C -0.06797 2.27729 2.29501 -0.078 -0.019 0.649 -0.06
H 0.40067 3.16109 2.76067 -0.088 -0.066 -0.124 0.08
H 0.31474 1.39431 2.82782 -0.130 0.237 -0.198 0.02
H -1.14582 2.33090 2.49602 0.137 -0.021 -0.070 0.07
C -0.47036 2.88063 -0.18812 0.818 -0.601 -0.273 -0.29
C -1.55783 3.87152 0.04376 -0.494 0.174 0.126 -0.05
H -2.34322 3.44425 0.68243 0.067 0.092 -0.099 0.07
H -2.03126 4.19797 -0.88924 0.065 -0.093 0.101 0.06
H -1.19917 4.78344 0.55193 0.011 -0.250 -0.118 0.08
C 2.20379 1.09188 -2.14914 0.403 -0.161 -0.303 -0.07
H 3.21141 1.52997 -2.04364 -0.203 -0.108 -0.060 0.08
H 1.87890 1.26899 -3.18182 0.019 -0.009 0.177 0.06
H 2.32243 0.00133 -2.03265 0.005 0.182 -0.060 0.07
C -0.13509 3.17612 -2.75434 -0.177 0.099 -0.554 -0.05
H -1.17859 3.51132 -2.82250 0.193 -0.066 -0.059 0.07
H 0.02535 2.45761 -3.56776 -0.096 0.149 0.021 0.06
H 0.50356 4.05089 -2.97606 -0.149 -0.212 0.164 0.09
C -0.65005 -4.53792 2.76244 -1.747 -1.157 -0.834 -0.18
H -0.34516 -4.85635 3.73938 0.200 -1.196 0.221 0.09
C -1.98624 -4.59280 2.31811 -0.090 0.269 0.862 -0.13
H -2.69881 -5.14894 2.94653 0.135 0.449 -0.566 0.09
C -2.30591 -3.92936 1.11743 0.535 0.398 -0.252 -0.08
H -3.30730 -4.12324 0.68224 0.893 0.278 -0.036 0.10
C -1.36633 -2.97441 0.56386 -1.818 -2.027 1.634 -0.06
H -1.52048 -2.65076 -0.48200 0.292 0.665 0.959 0.06
C -0.23012 -2.87949 1.42008 3.324 -0.773 -2.141 -0.36
C 0.99282 -2.03219 1.73768 -5.431 1.404 -7.001 -0.08
H 1.19919 -1.94292 0.53334 0.765 0.283 1.657 0.11
C -1.29941 -0.80056 -3.38645 1.043 -1.456 0.941 -0.34
C 0.18325 -2.50822 -3.66238 -3.024 0.976 0.315 -0.08
H 0.85884 -3.27356 -3.25996 -0.557 0.262 -0.584 0.09
C -0.11869 -2.02373 -4.90561 0.153 -0.566 1.271 -0.13
H 0.20884 -2.42886 -5.84177 -0.165 0.142 -0.146 0.09
N -1.05730 -0.96985 -4.74906 0.657 -0.675 1.040 -0.02
C -1.10161 0.27431 -5.35942 0.298 0.568 0.740 -0.15
C 0.00583 0.70012 -6.08614 -0.369 0.195 -0.407 -0.19
C -0.16904 1.90217 -6.76973 0.117 -0.028 0.072 -0.02
H 0.58864 2.18835 -7.50885 -0.221 0.212 0.378 0.11
C -1.30073 2.68613 -6.56044 0.072 -0.704 0.216 -0.31
C -1.49769 3.88038 -7.37723 -0.070 0.726 -0.540 -0.08
H -2.02235 4.63988 -6.81778 -0.131 0.419 0.078 0.07
H -2.07649 3.66137 -8.26821 -0.179 0.004 -0.285 0.08
H -0.53416 4.25243 -7.68867 0.249 0.422 -0.229 0.07
C -2.25505 2.34369 -5.60204 0.289 -0.620 0.158 -0.02
H -3.14703 2.94380 -5.41163 0.429 0.212 -0.041 0.12
C -2.12636 1.15730 -4.89555 0.202 -0.515 -0.783 -0.19
C -3.07529 0.84348 -3.75563 -1.894 -0.540 -0.032 -0.10
H -3.04966 -0.23254 -3.39850 -0.432 1.951 -0.726 0.06
H -4.09700 1.05264 -4.09816 -0.142 0.388 -0.130 0.07
H -2.93249 1.47836 -2.84864 0.332 -0.451 -0.658 0.08
C 1.33277 -0.04641 -6.09465 0.420 -0.185 -0.711 -0.05
H 1.24407 -1.10778 -6.38614 0.226 0.949 0.106 0.05
H 1.88689 -0.02146 -5.12729 -0.675 0.055 -0.535 0.09
H 1.98962 0.40350 -6.85043 -0.092 0.167 0.172 0.07
C 2.74683 -2.56672 2.98275 0.940 -0.294 0.884 -0.15
N 1.76420 -2.27075 4.00768 0.505 -0.549 1.251 -0.36
C 2.10985 -2.76534 5.33060 0.499 -0.287 0.056 -0.13
P 0.79397 -0.90644 3.87404 -1.792 1.723 -0.489 0.98
O -2.05335 0.07336 0.89221 -0.786 -0.506 1.051 -0.50
N -0.77970 -1.31412 4.64652 3.368 -0.298 1.094 -0.36
C -1.90752 -1.07592 3.97105 -1.934 0.291 -0.893 -0.11
C -0.84355 -1.92575 5.98139 -0.432 -0.266 -0.347 -0.12
N 1.41161 0.07720 5.13645 0.605 0.241 1.514 -0.43
C 2.82141 0.47875 5.05757 -0.656 -0.040 0.035 -0.13
C 0.59214 1.00856 5.90923 0.403 -0.133 -0.250 -0.15
H 3.23080 -3.51663 3.19660 0.107 -0.113 0.136 0.09
H 3.49211 -1.76662 2.88545 -0.014 -0.125 -0.336 0.09
H 2.21433 -2.67071 1.98918 1.415 -0.571 0.606 0.01
H 2.26259 -1.93326 6.03243 -0.034 -0.279 0.002 0.07
H 1.34914 -3.44071 5.73553 0.104 0.087 -0.048 0.06
H 3.04567 -3.33061 5.23697 -0.185 0.100 0.279 0.08
H -2.18034 -0.46837 1.69402 0.081 0.449 -0.649 -0.07
H -2.60675 -1.90268 3.81280 -0.114 0.322 0.182 0.06
H -2.20145 -0.04429 3.74685 0.142 -0.370 -0.375 0.06
H -0.68769 -3.01122 5.91927 -0.016 0.125 0.225 0.06
H -0.09915 -1.46776 6.64382 -0.063 -0.203 -0.164 0.06
H -1.84219 -1.74984 6.41038 0.294 0.005 -0.118 0.08
H 2.99473 1.22802 4.26552 0.045 -0.116 0.122 0.07
H 3.10184 0.92265 6.02231 0.091 -0.089 -0.196 0.08
H 3.47794 -0.38106 4.87729 -0.136 0.101 -0.022 0.06
H -0.45989 0.97294 5.60852 0.217 -0.033 0.016 0.07
H 0.66606 0.77611 6.98266 -0.130 0.102 -0.018 0.07
H 0.96291 2.03508 5.77204 -0.217 -0.098 -0.045 0.08
```
Forces are in eV/Å.